1.
The following is a quantum chemistry calculation of C22H13BrF9N5O2Pd as an isolated structure, from the Open Molecules 2025 dataset.

Results
* orbital gap: 7.34 eV
* highest occupied orbital energy: -0.28810 Eh
* multiplicity: 1

Structure (XYZ):
```
53
Properties=species:S:1:pos:R:3:lowdin_charge:R:1
F 0.47 -1.91 1.49 0.154
F 2.86 -0.92 1.51 0.153
F 3.89 -2.78 1.92 0.172
C -2.81 -1.08 -0.79 -0.020
F 1.44 -3.67 2.26 0.176
Br -2.18 0.21 5.44 0.743
N 3.28 0.09 -1.96 -0.118
C 2.24 -2.78 0.15 -0.314
C 3.99 1.20 -2.11 -0.109
C -1.11 1.06 -0.95 -0.135
C -2.96 2.71 2.23 -0.018
N -4.28 3.04 -0.48 0.080
H -4.40 0.32 -0.61 0.118
H 3.46 -1.78 -2.68 0.150
C -3.33 0.18 -0.70 0.016
C -2.91 2.66 -0.73 -0.250
N 3.89 -0.86 -2.66 0.021
C 5.00 -0.40 -3.25 -0.073
H -0.96 -2.22 -0.95 0.110
H -2.38 4.68 -1.08 0.119
O 1.08 1.78 -1.45 -0.200
N -0.61 -0.21 -0.96 -0.007
H 5.63 -1.04 -3.84 0.123
C 3.36 -2.03 0.95 -0.559
H 3.66 2.11 -1.63 0.114
F 3.13 -4.99 0.63 0.172
H -5.72 0.77 1.96 0.116
H -4.66 -0.32 3.93 0.103
N -4.84 2.77 0.59 0.078
C -2.99 1.03 3.93 -0.693
F 0.13 -3.82 0.55 0.156
F 1.92 -4.77 -1.15 0.174
H -2.50 3.56 1.76 0.117
H 0.02 4.20 -1.51 0.117
O 1.83 -2.14 -0.98 -0.235
C 5.10 0.94 -2.91 -0.044
C -2.39 2.13 3.35 -0.111
C -0.18 2.10 -1.22 -0.348
F 4.37 -1.66 0.15 0.156
C -4.77 1.12 2.34 -0.034
C -1.42 -1.24 -0.90 -0.089
C -2.02 3.66 -1.04 -0.029
H -3.44 -1.95 -0.76 0.113
C -4.14 2.18 1.71 -0.274
C -0.66 3.39 -1.28 0.005
F 3.91 -3.95 -1.09 0.151
Pd 1.41 -0.15 -1.22 1.081
C 2.80 -4.15 -0.36 -0.557
C 1.06 -3.06 1.14 -0.557
H 5.88 1.63 -3.20 0.099
H -1.47 2.53 3.76 0.105
C -2.48 1.31 -0.76 -0.097
C -4.19 0.52 3.45 -0.120
```

2.
The following is a quantum chemistry calculation of a 2-piece molecular cluster, C22H13F9O2S overall at a distorted geometry, from the Open Molecules 2025 dataset.

Results
* orbital gap: 3.99 eV
* highest occupied orbital energy: -0.26546 Eh
* multiplicity: 1

Structure (XYZ):
```
47
Properties=species:S:1:pos:R:3:lowdin_charge:R:1
C -2.38 0.32 -2.77 -0.234
C 3.84 1.45 -0.80 -0.007
C 3.40 2.26 -1.85 -0.138
F 5.21 1.58 -3.21 0.110
C -1.71 -2.05 1.01 -0.187
H -2.61 0.37 -0.63 0.123
F 3.72 2.92 -4.12 0.111
C 2.95 1.05 0.18 -0.010
H -0.46 1.12 0.90 0.078
F -0.35 0.21 4.86 0.132
H -0.14 -1.50 -4.54 0.115
C -1.13 -1.11 -1.28 -0.201
C 2.09 2.75 -1.88 -0.016
H 3.30 0.40 0.99 0.106
H -3.54 -1.07 0.31 0.114
C -3.21 -2.58 3.37 0.103
C -0.70 -1.12 -3.69 -0.055
F 5.13 3.70 -2.62 0.114
C -1.69 -0.14 -3.89 0.014
C 0.60 0.97 1.05 -0.167
C -3.06 -1.61 1.12 0.071
C 4.36 2.62 -2.95 -0.522
H 0.23 -1.93 0.16 0.127
C -3.72 -1.81 2.33 -0.222
F -3.39 1.24 -2.96 0.043
H -0.25 -3.41 1.89 0.136
H 0.16 2.68 -0.95 0.114
F -1.53 0.79 3.11 0.096
F -1.48 -4.03 4.12 0.057
F -0.12 2.22 4.01 0.131
C -0.31 0.92 3.72 -0.611
O 2.26 0.79 3.11 -0.285
C -0.41 -1.59 -2.42 -0.010
C -1.23 -2.95 2.02 0.049
C -1.98 -3.20 3.14 -0.217
H 4.88 1.15 -0.75 0.127
C -2.11 -0.10 -1.48 0.044
O 0.82 -1.17 2.53 -0.313
H -1.93 0.23 -4.88 0.125
C 1.57 1.44 0.13 -0.260
S 1.03 0.26 2.56 0.728
C -0.81 -1.64 0.00 0.066
H 1.80 3.47 -2.64 0.123
H -3.74 -2.71 4.31 0.142
C 1.19 2.33 -0.92 -0.019
H 0.33 -2.37 -2.26 0.124
F -4.90 -1.13 2.55 0.049
```

3.
The following is a quantum chemistry calculation of C22H14AuN2O3PS3 as an isolated structure at a distorted geometry, from the Open Molecules 2025 dataset.

Results
* orbital gap (spin up / spin down): 5.24 / 5.14 eV
* highest occupied orbital energy (spin up / spin down): -0.30107 / -0.30422 Eh
* multiplicity: 1

Structure (XYZ):
```
46
Properties=species:S:1:pos:R:3:lowdin_charge:R:1
H 0.83 -0.38 2.69 0.127
H 5.25 -0.53 0.47 0.123
C -1.96 3.91 -3.15 -0.295
H -2.19 -1.61 -0.95 0.059
S 0.33 2.64 -3.51 0.692
C -2.49 2.29 0.41 -0.064
C 0.17 1.95 1.09 -0.084
H -2.36 0.38 -0.52 0.072
Au 0.58 0.30 -2.65 0.632
C -2.19 1.53 -3.39 -0.748
C -1.83 1.13 0.05 -0.102
S 3.07 -0.76 -1.52 0.480
C -3.59 1.67 -3.42 -0.306
N -4.73 1.76 -3.46 0.184
C 1.80 -0.44 2.22 -0.088
C 2.96 -0.42 2.98 -0.050
O 2.64 0.59 -2.00 -0.440
C -0.45 -2.01 0.25 -0.306
C 4.30 -0.52 0.98 -0.025
P 0.43 -0.51 -0.25 1.079
S -1.63 -0.10 -3.40 0.688
H 0.04 3.89 1.97 0.108
C 3.15 -0.58 0.24 -0.258
C -2.45 -3.34 0.26 -0.064
C -1.83 3.28 1.11 -0.062
H 5.10 -0.37 2.97 0.112
C 1.90 -0.51 0.83 -0.343
C 0.16 -2.93 1.10 -0.071
H -0.07 -4.75 2.18 0.109
C 4.21 -0.44 2.36 -0.044
H -3.47 -3.50 -0.07 0.110
H 1.18 -2.79 1.41 0.104
C -0.49 3.11 1.44 -0.063
O 1.91 -1.68 -1.68 -0.447
H -2.41 -5.09 1.51 0.108
C -1.74 -2.25 -0.21 -0.087
H 1.22 1.84 1.35 0.102
C -1.86 -4.23 1.14 -0.068
H -3.52 2.43 0.13 0.114
C -0.55 -4.04 1.53 -0.065
H -2.34 4.19 1.38 0.110
H 2.89 -0.40 4.05 0.112
C -0.50 0.93 0.42 -0.322
O 4.31 -1.21 -2.05 -0.252
C -1.37 2.65 -3.35 -0.766
N -2.42 4.94 -2.94 0.194
```

no.,electronic energy (Ha)
1,-4871.14419
2,-2293.49328
3,-2853.52799